1.
{
  "formula": "C5H6N2O3S",
  "method": "wB97M-V/def2-TZVPD",
  "largest_force_ev_per_a": 3.7,
  "smiles": "O=C=C(NC[C@H]1CS1)[N+](=O)[O-]",
  "e_lumo_ha": -0.009,
  "elements": ["C", "H", "H", "C", "H", "O", "C", "S", "O", "C", "O", "N", "N", "H", "H", "C", "H"],
  "coordinates": [[0.394, -0.348, -0.634], [-0.014, -1.103, -1.263], [-1.606, 0.483, -0.484], [2.231, 2.105, 0.090], [0.921, -0.795, 0.232], [2.595, 2.725, 0.990], [-0.649, 0.465, -0.006], [-0.370, 2.052, 0.786], [4.602, 1.794, -1.110], [2.376, 1.252, -0.955], [3.720, 0.092, -2.249], [1.270, 0.471, -1.458], [3.699, 1.065, -1.436], [-0.404, 0.118, 2.355], [-2.040, 0.630, 1.668], [-0.998, 0.522, 1.485], [1.489, -0.015, -2.436]],
  "forces_ev_per_angstrom": [[2.42, 0.73, 1.35], [-0.43, -0.66, -0.31], [-0.24, 0.08, -0.87], [1.78, -0.39, 0.03], [0.29, -0.31, -0.57], [-0.25, 0.43, -0.11], [-2.60, 0.38, 1.90], [0.26, 0.37, -0.50], [0.33, -0.12, -0.05], [-2.77, -0.72, 0.56], [1.26, 1.71, 1.05], [1.39, -0.72, -3.38], [-1.47, -2.18, -1.56], [-0.54, 0.15, -1.45], [-0.71, -0.23, 0.32], [1.54, -0.32, 0.42], [-0.26, 1.81, 3.16]]
}

2.
{
  "formula": "C5H6N2O4",
  "method": "wB97M-V/def2-TZVPD",
  "largest_force_ev_per_a": 3.1,
  "e_lumo_ha": [-0.044, -0.029],
  "elements": ["N", "C", "H", "H", "O", "O", "C", "C", "C", "O", "H", "H", "N", "C", "H", "O", "H"],
  "coordinates": [[-1.522, -3.109, 0.255], [-0.658, -0.772, -0.286], [-0.513, 1.763, 1.549], [1.329, -0.560, -1.278], [0.112, 0.995, -1.615], [-1.164, 0.155, 0.518], [0.462, 1.599, -0.385], [0.248, -0.350, -1.472], [-0.719, 1.464, 0.524], [1.896, -1.906, 1.046], [-0.129, -0.824, -2.366], [1.256, 1.042, 0.233], [0.879, -1.378, 1.384], [-1.199, -2.033, -0.040], [-1.481, 2.173, 0.084], [0.445, -0.935, 2.398], [0.758, 2.675, -0.550]],
  "forces_ev_per_angstrom": [[0.01, 0.93, -0.50], [1.82, 0.80, 0.85], [0.06, -0.09, 0.08], [-0.79, -0.59, -0.11], [0.42, 1.89, 0.00], [-1.50, -1.13, -0.02], [1.36, 0.66, 1.43], [-0.16, -1.49, 1.05], [-0.54, 2.79, -1.22], [0.30, -0.06, 0.84], [0.17, -0.34, -0.34], [-0.19, 0.66, -1.67], [-1.01, 0.50, -2.08], [-0.41, -2.02, 0.12], [0.11, -1.04, 0.72], [0.65, -0.19, 0.66], [-0.29, -1.28, 0.18]]
}

3.
{
  "formula": "C5H6N2O5",
  "method": "wB97M-V/def2-TZVPD",
  "largest_force_ev_per_a": 5.8,
  "e_lumo_ha": -0.035,
  "elements": ["O", "H", "O", "O", "O", "N", "C", "N", "H", "C", "C", "C", "H", "H", "O", "H", "C", "H"],
  "coordinates": [[-2.239, 0.442, 0.134], [-1.272, -1.465, 2.227], [3.293, 2.143, -0.048], [1.917, 2.905, -1.537], [2.237, -0.021, 1.425], [2.329, 2.102, -0.728], [-1.994, -1.484, 1.417], [1.648, 0.072, 0.388], [-0.728, 1.191, -0.914], [1.497, 0.983, -0.552], [-0.446, -0.906, -0.568], [-1.580, -0.555, 0.376], [0.348, 0.540, -2.314], [-2.898, -1.060, 1.777], [0.693, -1.124, 0.239], [-0.720, -1.868, -1.146], [0.120, 0.574, -1.243], [-2.206, -2.469, 1.067]],
  "forces_ev_per_angstrom": [[0.31, -0.28, 0.51], [0.23, -0.43, 0.11], [2.41, 0.66, 1.07], [0.22, 0.63, -0.51], [0.54, 0.10, -0.86], [-2.15, -0.58, -0.34], [0.20, 0.31, 1.06], [-0.48, -0.31, 1.46], [0.69, 0.49, -0.81], [-4.16, -4.05, -0.05], [2.54, 2.58, -0.51], [-1.23, 1.04, -2.16], [-0.86, 0.08, 0.13], [-0.89, 0.18, 0.59], [1.42, -0.57, 0.81], [0.81, 1.79, 0.33], [0.12, -0.82, -0.54], [0.28, -0.83, -0.29]]
}

4.
{
  "formula": "C5H6N2O5",
  "method": "wB97M-V/def2-TZVPD",
  "largest_force_ev_per_a": 3.3,
  "e_lumo_ha": [-0.027, -0.029],
  "elements": ["N", "H", "O", "O", "C", "H", "O", "O", "H", "H", "O", "C", "C", "H", "H", "C", "N", "C"],
  "coordinates": [[1.011, 1.382, 0.898], [-3.928, 0.213, -0.122], [1.562, 2.373, 1.277], [-1.781, 1.861, 0.159], [0.563, -0.967, 0.526], [-3.763, -0.293, 1.444], [-2.010, -0.361, 0.596], [1.861, -1.125, 0.554], [3.569, 1.348, -0.420], [2.779, 0.261, -1.349], [-0.185, -1.899, 0.471], [-3.387, -0.503, 0.447], [-1.347, 0.770, 0.418], [4.394, -0.071, -0.849], [-3.606, -1.422, -0.143], [3.392, 0.286, -0.475], [2.725, -0.148, 0.707], [0.111, 0.519, 0.641]],
  "forces_ev_per_angstrom": [[1.09, -0.89, 0.45], [0.37, 1.42, -0.90], [-1.32, -0.16, -0.65], [-0.20, -0.25, -0.07], [-2.13, 0.68, 0.19], [-0.67, -1.24, 0.17], [0.93, 0.52, -0.58], [1.00, -2.61, -1.35], [0.11, 0.59, 0.87], [-0.84, -0.63, -0.80], [1.07, 0.19, -0.09], [-1.18, 0.01, -0.13], [-0.32, 0.76, 0.35], [-0.83, -0.62, 1.23], [0.27, 0.08, 1.44], [0.50, 0.49, -1.84], [1.55, 2.31, 1.84], [0.61, -0.65, -0.13]]
}

5.
{
  "formula": "C5H6N2Si",
  "method": "wB97M-V/def2-TZVPD",
  "largest_force_ev_per_a": 5.2,
  "smiles": "C=C[Si](C)(C#N)C#N",
  "e_lumo_ha": 0.007,
  "elements": ["C", "C", "C", "H", "N", "H", "H", "H", "Si", "H", "H", "C", "C", "N"],
  "coordinates": [[-0.438, 0.089, -1.420], [-0.381, -0.070, 1.769], [-1.747, 0.013, -1.526], [-2.438, -0.138, -0.737], [2.058, 2.706, 0.417], [-2.119, -0.295, -2.522], [0.296, -0.022, 2.553], [-1.061, 0.636, 1.837], [0.546, 0.108, 0.157], [0.137, -0.146, -2.355], [-0.783, -1.079, 1.634], [1.576, 1.681, 0.268], [1.856, -1.281, 0.112], [2.499, -2.203, -0.187]],
  "forces_ev_per_angstrom": [[1.71, -0.69, -0.40], [2.47, -3.48, -2.97], [-0.26, -1.58, -1.64], [-0.52, 0.61, 0.88], [0.48, 0.78, 0.08], [-0.15, 0.65, 0.57], [1.23, -0.07, 1.55], [-3.58, 3.22, 0.49], [0.88, 0.27, 0.50], [-0.39, 0.71, 0.89], [-0.34, 0.11, 0.58], [-0.76, -1.11, -0.21], [-0.06, -0.61, -0.95], [-0.69, 1.18, 0.62]]
}

6.
{
  "formula": "C5H6N3",
  "method": "wB97M-V/def2-TZVPD",
  "charge": 1,
  "largest_force_ev_per_a": 4.8,
  "smiles": "C=[n+]1cc[nH]c1=C=N",
  "e_lumo_ha": [-0.183, -0.183],
  "elements": ["C", "H", "N", "H", "N", "H", "C", "C", "H", "H", "N", "H", "C", "C"],
  "coordinates": [[0.633, -0.154, 0.317], [0.351, 0.446, -2.273], [2.817, 0.681, -0.470], [-1.395, 0.021, -2.351], [-0.567, -0.115, -0.597], [-2.544, -0.355, -0.188], [-1.587, -0.294, 0.226], [1.737, 0.454, -0.043], [0.634, -0.381, 2.448], [3.249, 1.701, -0.666], [0.128, -0.569, 1.561], [-1.707, -0.968, 2.401], [-0.524, 0.140, -1.863], [-1.226, -0.609, 1.498]],
  "forces_ev_per_angstrom": [[-2.31, 0.24, -0.60], [2.40, 0.54, -1.33], [2.67, 3.32, -1.63], [-2.78, -0.05, -1.91], [4.64, 0.95, 0.47], [-1.35, 0.00, -0.36], [-3.21, -1.46, 1.95], [-0.13, -0.44, 0.52], [-0.51, -0.34, -1.12], [-1.32, -2.88, 0.92], [1.32, 0.55, 1.05], [-0.63, 0.41, -0.49], [-0.02, -0.72, 2.89], [1.21, -0.12, -0.36]]
}

7.
{
  "formula": "C5H6N5O2",
  "method": "wB97M-V/def2-TZVPD",
  "charge": 1,
  "largest_force_ev_per_a": 4.7,
  "smiles": "[H]/N=C(/C1=CN1O)n1c[n+](O)cn1",
  "e_lumo_ha": -0.163,
  "elements": ["N", "N", "H", "H", "O", "H", "C", "C", "C", "N", "N", "C", "H", "H", "N", "O", "C", "H"],
  "coordinates": [[-1.764, -0.998, -1.945], [-0.517, -2.534, 0.979], [-2.799, 0.398, -1.498], [0.257, -1.133, -3.306], [-1.928, 0.286, -1.302], [-0.415, -2.293, 2.049], [-0.385, -1.117, -2.377], [-0.402, -1.634, 0.135], [0.308, 0.423, 1.516], [0.640, 0.349, -0.625], [0.967, 1.530, 1.216], [1.145, 1.430, -0.137], [-0.097, 0.157, 2.585], [1.701, 2.202, -0.758], [0.135, -0.278, 0.407], [1.441, 2.489, 2.034], [-0.634, -1.699, -1.248], [2.348, 2.422, 2.274]],
  "forces_ev_per_angstrom": [[0.17, -0.95, -0.14], [-0.52, 0.16, 3.01], [-4.09, 1.00, -0.67], [-0.95, 0.75, 1.34], [3.61, -0.06, 0.52], [0.11, -0.43, -2.81], [0.66, -1.98, -1.49], [0.77, -0.56, 1.43], [-1.80, -1.69, 4.05], [1.53, 1.97, -0.20], [0.99, -0.93, -1.26], [1.90, 2.61, -2.07], [1.02, 0.54, -2.43], [-0.91, -1.12, 1.09], [-0.49, -0.04, 1.45], [-2.87, 1.08, 0.05], [-0.80, 0.64, -1.77], [1.67, -0.99, -0.10]]
}

8.
{
  "formula": "C5H6NO2",
  "method": "wB97M-V/def2-TZVPD",
  "charge": -1,
  "largest_force_ev_per_a": 3.9,
  "e_lumo_ha": [0.143, 0.143],
  "elements": ["N", "O", "C", "H", "C", "H", "H", "H", "C", "H", "C", "C", "H", "O"],
  "coordinates": [[-1.508, -0.376, 0.578], [2.442, 0.521, 0.325], [0.334, -0.174, 0.108], [-2.847, 0.463, -0.947], [-2.208, 0.782, -0.033], [-2.973, 1.052, 0.800], [3.415, -1.299, -0.429], [0.987, -2.140, -0.819], [1.136, 0.898, 0.493], [-1.451, 1.639, -0.377], [2.438, -0.714, -0.177], [1.164, -1.184, -0.386], [1.086, 1.957, 0.850], [-2.013, -1.423, 0.014]],
  "forces_ev_per_angstrom": [[1.56, 0.36, -1.02], [1.55, 0.21, -0.01], [-3.03, 2.38, 0.82], [1.27, 0.32, 1.30], [-0.34, 1.66, -0.43], [1.21, 0.30, -1.47], [-1.66, 1.75, 0.72], [-0.64, -0.43, -0.05], [-0.63, -0.79, -0.21], [-1.83, -1.47, 1.12], [1.19, -2.30, -1.28], [1.85, 0.65, 0.70], [-0.54, -1.42, -0.30], [0.03, -1.23, 0.11]]
}

9.
{
  "formula": "C5H6NO4",
  "method": "wB97M-V/def2-TZVPD",
  "charge": -1,
  "largest_force_ev_per_a": 3.4,
  "smiles": "C/C(C(N)=O)=C(/O)C(=O)[O-]",
  "e_lumo_ha": 0.142,
  "elements": ["H", "H", "H", "O", "C", "O", "N", "H", "H", "C", "O", "C", "C", "O", "C", "H"],
  "coordinates": [[-1.584, -0.577, -1.495], [0.706, 1.909, 1.382], [2.511, -0.643, 1.502], [1.726, 0.170, 1.330], [-0.080, -0.210, -0.140], [1.070, -2.946, -0.056], [0.115, 2.179, 0.597], [-1.687, -1.761, -0.096], [-0.472, -1.971, -1.401], [0.943, -0.633, 0.565], [-1.174, 1.613, -1.177], [-0.463, 1.219, -0.268], [1.578, -1.943, 0.494], [2.750, -1.868, 1.036], [-1.054, -1.214, -0.819], [-0.361, 3.027, 0.372]],
  "forces_ev_per_angstrom": [[-0.93, -0.06, -0.40], [-0.37, 0.28, -0.45], [-0.51, 0.51, -0.54], [-0.04, -0.51, 0.05], [-2.81, -0.52, -0.74], [0.65, 1.21, 0.77], [-0.97, -1.93, -1.32], [0.21, 0.43, -0.34], [-0.58, 0.60, 0.58], [1.45, 2.27, 1.46], [-0.68, 0.27, -0.15], [1.79, 0.31, 1.02], [0.85, -3.26, -0.58], [-0.24, -0.55, 0.14], [1.81, 0.10, -0.20], [0.38, 0.83, 0.70]]
}

Number 1: DFT total energy -927.3392 hartree, M 174.2 g/mol. Number 2: DFT total energy -604.3746 hartree, M 158.1 g/mol. Number 3: DFT total energy -679.5407 hartree, M 174.1 g/mol. Number 4: DFT total energy -679.5889 hartree, M 174.1 g/mol. Number 5: DFT total energy -593.0997 hartree, M 122.2 g/mol. Number 6: DFT total energy -358.0169 hartree, M 108.1 g/mol. Number 7: DFT total energy -617.8211 hartree, M 168.1 g/mol. Number 8: DFT total energy -399.1866 hartree, M 112.1 g/mol. Number 9: DFT total energy -549.9348 hartree, M 144.1 g/mol.